The following is a DFT calculation (ωB97M-V with the def2-TZVPD basis set) of a structure of composition C56H55F10GeMoN5OS5Te.

The expectation value of S² is 3.912. Its spin multiplicity is 4. As for the HOMO-LUMO gap (alpha / beta): 4.9415 / 5.1417 eV. As for the net charge: +1. The total energy is -7917.8619 Eh.

Last column: Löwdin spin population.
Atoms and positions in Å:
Mo 0.084 -0.340 -0.714  2.37
C -0.291 2.001 3.009  0.00
N -0.625 1.288 1.819  0.01
C -1.073 -0.052 1.787  0.07
C -0.708 -1.007 2.893  0.01
N -0.208 -2.194 2.188  0.00
C 0.664 -2.997 2.898  0.00
C 0.381 -3.404 4.212  0.00
F -0.864 -3.234 4.676  0.00
C 1.348 -3.954 5.042  0.00
F 1.038 -4.307 6.287  0.00
C 2.652 -4.123 4.578  0.00
F 3.601 -4.581 5.389  0.00
C 2.950 -3.785 3.262  0.00
F 4.194 -3.915 2.785  0.00
C 1.966 -3.249 2.447  0.00
F 2.311 -2.895 1.204  0.00
C -0.733 1.884 0.581  0.06
C 0.082 3.052 0.144  0.01
N 0.838 2.685 -1.038  -0.01
C 1.753 3.551 -1.496  0.00
C 2.764 3.070 -2.356  0.00
F 2.807 1.743 -2.569  0.00
C 3.759 3.847 -2.908  0.00
F 4.662 3.282 -3.712  0.00
C 3.841 5.198 -2.580  0.00
F 4.792 5.980 -3.093  0.00
C 2.911 5.712 -1.680  0.00
F 2.994 6.990 -1.303  0.00
C 1.900 4.922 -1.158  0.00
F 1.048 5.522 -0.303  0.00
H -1.169 2.534 3.389  0.00
H 0.485 2.739 2.810  0.00
H 0.054 1.330 3.791  0.00
H -0.523 -0.434 0.850  0.04
H -2.147 -0.117 1.529  0.00
H -1.555 -1.232 3.552  0.00
H 0.118 -0.634 3.503  0.00
H -1.737 1.860 0.156  0.00
H -0.270 1.030 -0.069  0.04
H 0.808 3.340 0.911  0.00
H -0.570 3.913 -0.055  0.00
C 3.546 -3.465 -2.694  0.00
C 3.946 -2.275 -1.836  0.02
S 2.554 -1.064 -1.836  0.07
C 0.304 -3.372 -0.622  0.00
C -0.214 -3.704 -2.005  0.00
S 0.180 -2.318 -3.100  0.03
C 0.307 -3.239 -4.667  0.01
C 1.633 -3.974 -4.777  0.00
S 3.041 -2.875 -4.361  0.01
H 2.711 -3.997 -2.243  0.00
H 4.394 -4.143 -2.810  0.00
H 4.821 -1.791 -2.270  0.00
H 4.165 -2.593 -0.818  0.00
H 0.978 -2.527 -0.682  0.01
H 0.734 -4.231 -0.103  0.00
H -1.302 -3.840 -2.024  0.00
H 0.259 -4.596 -2.415  0.00
H 0.204 -2.490 -5.451  0.00
H -0.537 -3.928 -4.726  0.00
H 1.784 -4.315 -5.801  0.00
H 1.681 -4.834 -4.112  0.00
C 3.463 4.024 2.016  0.00
C 3.906 2.854 2.887  0.00
C 3.567 1.506 2.255  0.01
N 4.371 1.328 1.073  0.02
C 4.052 0.579 0.020  0.07
S 2.555 -0.268 0.012  0.11
N 4.900 0.553 -1.047  0.02
C 6.279 0.783 -1.148  0.00
O 6.729 1.045 -2.233  0.01
C 7.121 0.616 0.056  0.00
C 6.843 -0.307 1.064  0.00
C 7.727 -0.462 2.116  0.00
C 8.895 0.284 2.168  0.00
C 9.190 1.183 1.153  0.00
C 8.314 1.340 0.096  0.00
H 3.979 4.934 2.303  0.00
H 2.397 4.206 2.119  0.00
H 3.680 3.827 0.968  0.00
H 3.433 2.909 3.866  0.00
H 4.986 2.904 3.042  0.00
H 2.518 1.457 1.959  0.00
H 3.755 0.698 2.971  0.00
H 5.280 1.772 1.086  0.00
H 4.454 0.486 -1.961  0.00
H 5.951 -0.914 1.016  0.00
H 7.505 -1.178 2.893  0.00
H 9.580 0.156 2.993  0.00
H 10.106 1.755 1.178  0.00
H 8.530 2.023 -0.711  0.00
Te -1.243 -2.524 0.510  -0.10
C -1.892 -4.415 1.150  -0.05
C -1.407 -5.688 1.201  0.00
C -2.258 -6.568 1.900  0.00
C -3.372 -5.954 2.375  0.00
S -3.411 -4.293 1.968  -0.01
H -0.477 -5.998 0.754  0.00
H -2.052 -7.612 2.044  0.00
H -4.183 -6.368 2.938  0.00
C 2.002 1.733 -6.631  0.00
C 1.500 2.863 -6.008  0.00
C 0.883 2.767 -4.773  0.00
C 0.776 1.539 -4.145  0.01
C 1.291 0.417 -4.765  0.00
C 1.901 0.505 -6.003  0.00
Ge -0.245 1.396 -2.425  0.01
C -1.735 2.794 -2.306  0.00
C -1.410 4.108 -2.588  0.00
C -2.399 5.055 -2.788  0.00
C -3.730 4.688 -2.701  0.00
C -4.058 3.385 -2.377  0.00
C -3.065 2.442 -2.177  0.00
C -1.707 0.019 -3.051  0.01
C -2.062 -0.890 -2.103  0.05
C -3.102 -1.770 -2.237  0.01
C -3.812 -1.694 -3.429  0.01
C -3.441 -0.791 -4.414  0.00
C -2.374 0.085 -4.250  0.00
H 2.474 1.815 -7.598  0.00
H 1.575 3.827 -6.490  0.00
H 0.486 3.653 -4.312  0.00
H 1.230 -0.537 -4.268  0.00
H 2.299 -0.383 -6.473  0.00
H -0.376 4.407 -2.657  0.00
H -2.116 6.071 -3.021  0.00
H -4.505 5.418 -2.877  0.00
H -5.091 3.088 -2.287  0.00
H -3.344 1.429 -1.927  0.00
H -1.306 -0.798 -1.268  0.03
H -3.371 -2.470 -1.445  0.00
H -4.667 -2.334 -3.588  0.00
H -3.997 -0.752 -5.339  0.00
H -2.098 0.800 -5.009  0.00

***

The following is a DFT calculation (ωB97M-V with the def2-TZVPD basis set) of a structure of composition C56H55F9O4S.

As for the HOMO-LUMO gap: 9.5740 eV. The total energy is -3764.7962 Eh.

Last column: Mulliken charge in e.
Atoms and positions in Å:
C -4.404 -3.404 3.669  -0.85
C -4.889 -3.125 2.232  -0.70
C -6.332 -2.643 2.144  -1.07
C -6.624 -1.196 2.587  1.62
C -5.636 -0.126 2.205  -2.76
C -4.362 -0.024 3.026  1.34
C -3.871 1.407 2.993  -1.87
F -4.541 -0.357 4.368  -0.42
C -7.245 -1.031 3.974  -0.21
O -8.679 -0.895 3.942  -0.34
S -9.124 -1.248 2.432  1.15
O -9.346 -2.650 2.464  -0.64
O -10.265 -0.558 1.987  -0.63
O -7.807 -0.837 1.720  -0.27
H -4.168 -4.453 3.774  0.50
H -5.184 -3.195 4.387  0.31
H -3.538 -2.810 3.902  -0.20
H -4.857 -4.060 1.685  0.58
H -4.231 -2.456 1.697  0.50
H -6.595 -2.654 1.094  0.17
H -6.997 -3.332 2.645  0.45
H -6.143 0.827 2.158  0.38
H -5.338 -0.346 1.184  0.61
H -3.560 -0.631 2.624  0.43
H -4.629 2.095 3.344  0.45
H -3.049 1.478 3.695  0.28
H -3.473 1.664 2.020  0.36
H -6.864 -1.659 4.762  0.43
H -6.912 -0.046 4.299  0.39
F -0.934 2.769 2.713  -0.19
C -1.020 3.850 1.903  0.24
C -1.842 4.894 2.271  -0.39
C -1.924 6.001 1.439  -0.36
C -1.197 6.043 0.257  -0.81
C -0.380 4.977 -0.094  0.03
C -0.285 3.870 0.737  -0.42
H -2.404 4.838 3.193  0.44
H -2.558 6.833 1.715  0.37
H -1.265 6.907 -0.390  0.40
H 0.181 5.007 -1.010  0.16
H 0.352 3.032 0.487  0.46
F 1.868 6.100 -1.872  -0.33
C 2.835 5.191 -2.131  0.37
C 2.475 3.892 -2.429  -0.34
C 3.474 2.967 -2.694  -0.64
C 4.808 3.346 -2.652  -0.30
C 5.145 4.657 -2.347  -0.45
C 4.154 5.593 -2.088  -0.45
H 1.430 3.613 -2.453  0.50
H 3.209 1.947 -2.936  0.37
H 5.583 2.621 -2.855  0.51
H 6.184 4.955 -2.309  0.38
H 4.395 6.621 -1.855  0.42
F -9.346 -2.670 10.982  -0.32
C -9.333 -2.188 9.723  0.30
C -9.712 -3.015 8.686  -0.35
C -9.702 -2.515 7.392  -0.52
C -9.307 -1.206 7.154  -0.48
C -8.925 -0.393 8.213  -0.55
C -8.941 -0.882 9.511  -0.33
H -10.011 -4.034 8.893  0.42
H -10.003 -3.147 6.568  0.41
H -9.300 -0.820 6.144  0.64
H -8.613 0.627 8.028  0.37
H -8.654 -0.264 10.351  0.42
F 7.272 1.270 -2.840  -0.29
C 7.555 0.435 -1.810  0.46
C 8.357 0.891 -0.785  -0.51
C 8.642 0.036 0.268  -0.34
C 8.131 -1.254 0.276  -0.53
C 7.329 -1.690 -0.769  -0.53
C 7.031 -0.840 -1.823  -0.17
H 8.750 1.899 -0.816  0.42
H 9.264 0.378 1.084  0.37
H 8.358 -1.920 1.098  0.38
H 6.933 -2.697 -0.767  0.37
H 6.403 -1.156 -2.639  0.41
F 7.582 -2.232 -4.296  -0.29
C 7.629 -1.785 -5.570  0.45
C 7.317 -2.656 -6.594  -0.56
C 7.361 -2.193 -7.900  -0.31
C 7.722 -0.878 -8.162  -0.72
C 8.035 -0.021 -7.116  -0.32
C 7.985 -0.473 -5.806  -0.32
H 7.046 -3.678 -6.366  0.44
H 7.114 -2.860 -8.714  0.37
H 7.760 -0.522 -9.183  0.40
H 8.322 1.001 -7.320  0.40
H 8.217 0.180 -4.976  0.43
F 10.845 1.440 -7.861  -0.28
C 11.812 0.527 -8.093  0.38
C 11.454 -0.776 -8.372  0.08
C 12.452 -1.707 -8.615  -0.48
C 13.787 -1.329 -8.566  -0.52
C 14.124 -0.014 -8.279  -0.40
C 13.132 0.926 -8.043  -0.52
H 10.409 -1.053 -8.398  0.22
H 12.186 -2.731 -8.842  0.36
H 14.563 -2.059 -8.753  0.38
H 15.163 0.282 -8.237  0.36
H 13.373 1.958 -7.825  0.42
F -1.767 -3.174 5.754  -0.34
C -0.961 -2.239 5.213  0.13
C 0.383 -2.518 5.070  -0.56
C 1.212 -1.556 4.511  -0.36
C 0.692 -0.332 4.112  -0.61
C -0.662 -0.074 4.271  -0.22
C -1.502 -1.030 4.819  -0.33
H 0.770 -3.475 5.394  0.44
H 2.266 -1.763 4.387  0.37
H 1.341 0.418 3.679  0.43
H -1.069 0.876 3.964  0.27
H -2.560 -0.839 4.939  0.84
F -7.370 -3.268 -1.293  -0.33
C -7.408 -2.162 -2.064  0.31
C -8.170 -1.087 -1.656  -0.15
C -8.202 0.050 -2.450  -0.48
C -7.482 0.094 -3.636  -0.50
C -6.725 -1.001 -4.028  -0.35
C -6.681 -2.139 -3.237  -0.51
H -8.731 -1.141 -0.733  0.41
H -8.790 0.903 -2.140  0.39
H -7.513 0.981 -4.254  0.38
H -6.167 -0.971 -4.954  0.36
H -6.092 -3.001 -3.521  0.42

***

The following is a DFT calculation (ωB97M-V with the def2-TZVPD basis set) of a structure of composition C56H57N8O5P3S2Ta.

As for the HOMO-LUMO gap: 3.7842 eV. The energy above the lowest of the compared OMol25 structures with the same formula, charge and spin is 290.3 kJ/mol. As for the net charge: +3. The total energy is -4858.9662 Eh.

Last column: Mulliken charge in e.
Atoms and positions in Å:
Ta 0.386 -0.262 -1.020  -0.94
C 1.469 -0.125 7.638  -0.99
S 1.754 0.522 5.978  0.14
C 0.164 1.380 5.739  -1.20
C 0.047 1.889 4.310  -0.51
C 0.005 0.737 3.304  -0.26
N -0.018 1.207 1.907  0.15
P -1.358 1.113 0.843  0.50
C -2.502 2.403 1.416  0.92
C -2.742 3.510 0.603  -0.57
C -3.575 4.527 1.045  -0.77
C -4.171 4.438 2.295  -0.87
C -3.941 3.331 3.103  -0.84
C -3.110 2.312 2.668  -0.51
C -2.316 -0.396 1.163  0.14
C -3.649 -0.453 1.117  -1.74
C -4.154 -1.871 0.850  -0.16
C -2.595 -3.965 0.525  -0.97
C -1.738 -4.070 1.538  -1.30
C -1.724 -1.749 0.877  0.74
P 1.430 1.335 0.972  0.95
C 1.499 3.060 0.411  0.55
C 2.534 3.392 -0.465  -0.59
C 2.729 4.711 -0.838  -0.85
C 1.875 5.701 -0.363  -0.81
C 0.841 5.371 0.500  -1.01
C 0.660 4.053 0.901  -0.36
C 2.811 1.285 2.144  0.91
C 3.182 2.459 2.805  -1.08
C 4.239 2.438 3.698  -0.77
C 4.949 1.264 3.913  -0.78
C 4.594 0.102 3.244  -0.97
C 3.526 0.108 2.363  -0.30
H 2.345 -0.710 7.909  0.40
H 0.585 -0.760 7.630  0.21
H 1.345 0.691 8.346  0.33
H 0.123 2.209 6.445  0.66
H -0.629 0.667 5.970  0.40
H 0.903 2.527 4.082  0.07
H -0.856 2.495 4.216  0.28
H -0.867 0.108 3.495  0.24
H 0.888 0.113 3.454  0.53
H -2.272 3.575 -0.372  0.44
H -3.762 5.388 0.417  0.52
H -4.822 5.231 2.639  0.44
H -4.413 3.260 4.074  0.49
H -2.930 1.450 3.301  0.46
H -4.339 0.365 1.275  0.78
H -5.006 -1.868 0.172  0.83
H -3.014 -4.797 -0.025  0.65
H -1.361 -4.983 1.979  0.62
H -0.216 -2.626 -0.082  0.28
H 3.204 2.618 -0.830  0.44
H 3.545 4.975 -1.498  0.49
H 2.028 6.732 -0.654  0.46
H 0.185 6.142 0.884  0.51
H -0.105 3.807 1.624  0.64
H 2.652 3.384 2.625  0.54
H 4.514 3.345 4.219  0.49
H 5.789 1.260 4.595  0.44
H 5.157 -0.808 3.408  0.51
H 3.249 -0.798 1.846  0.59
O -1.802 -0.346 -2.244  -0.39
C -2.277 0.502 -3.011  -0.58
C -1.737 1.795 -3.293  1.12
C -2.430 2.633 -4.180  -0.77
C -1.931 3.870 -4.478  -0.96
C -0.730 4.314 -3.921  -0.45
C -0.031 3.502 -3.060  -0.46
C -0.509 2.228 -2.729  -0.20
O 0.186 1.441 -1.930  1.52
N -2.667 4.745 -5.414  1.04
O -3.702 4.305 -5.869  -0.60
O -2.178 5.828 -5.644  -0.59
H -3.209 0.254 -3.538  0.42
H -3.361 2.316 -4.633  0.68
H -0.367 5.298 -4.189  0.58
H 0.906 3.821 -2.629  0.60
S 4.590 -2.432 -0.847  -0.20
C 3.648 -2.983 0.463  -0.11
C 2.423 -2.387 0.502  -1.69
C 2.200 -1.453 -0.557  1.90
C 3.311 -1.393 -1.364  0.51
C 3.379 -0.586 -2.564  0.25
C 4.527 -0.450 -3.346  -0.87
C 4.478 0.327 -4.486  -1.08
C 3.276 0.935 -4.835  -0.96
C 2.185 0.755 -4.010  -1.21
N 2.227 0.022 -2.894  0.79
H 4.055 -3.720 1.139  0.53
H 1.709 -2.607 1.285  -0.09
H 5.441 -0.950 -3.055  0.61
H 5.361 0.461 -5.096  0.48
H 3.187 1.529 -5.733  0.56
H 1.231 1.209 -4.250  0.74
N -2.024 -4.011 5.288  -0.32
C -1.712 -2.891 4.620  -0.10
O -0.969 -2.017 5.005  -0.50
C -2.361 -2.700 3.270  0.04
C -3.753 -2.630 3.254  -0.61
C -4.573 -2.355 2.185  -0.98
C -2.891 -2.536 0.208  -0.07
N -0.537 -1.670 0.061  0.58
C -1.425 -2.685 2.118  0.73
H -1.628 -4.170 6.204  0.31
H -2.646 -4.713 4.922  0.22
H -4.247 -2.822 4.201  0.63
H -5.643 -2.425 2.360  0.56
H -2.932 -2.344 -0.866  0.46
H -0.401 -2.563 2.468  0.52
C -0.105 -5.356 -3.690  -0.91
N 1.213 -4.734 -3.773  0.22
C 1.420 -4.222 -5.125  -0.98
N 0.377 -3.277 -5.517  0.21
C -0.929 -3.919 -5.406  -0.91
N -1.172 -4.428 -4.057  0.21
C -1.348 -3.374 -3.090  -1.34
P 0.195 -2.303 -2.952  3.16
C 1.417 -3.724 -2.764  -1.43
C 0.452 -2.031 -4.799  -1.78
H -0.272 -5.720 -2.674  0.37
H -0.131 -6.204 -4.374  0.30
H 1.407 -5.061 -5.819  0.28
H 2.395 -3.734 -5.183  0.38
H -0.967 -4.754 -6.105  0.34
H -1.711 -3.206 -5.673  0.39
H -1.558 -3.810 -2.109  0.25
H -2.190 -2.741 -3.380  0.37
H 1.295 -4.161 -1.768  0.44
H 2.430 -3.326 -2.838  0.41
H 1.431 -1.574 -4.954  0.49
H -0.315 -1.343 -5.166  0.33